# 1
The following is a quantum chemistry calculation of a structure of composition C4H8O2, from the Open Molecules 2025 dataset.

Summary:
DFT total energy ... -307.54183 Ha
LUMO level ... 0.801 eV
Molar mass ... 88.11 g/mol
Spin multiplicity ... 1

Element x y z (Å)
C  -0.22  1.82  0.76
C  -0.56  1.31  -0.50
O  0.93  0.06  -0.43
C  0.84  -1.34  -0.52
C  -0.35  -1.87  0.26
O  -1.18  -2.63  -0.18
H  0.70  0.77  0.59
H  -0.87  1.58  1.60
H  0.31  2.76  0.82
H  -1.37  0.59  -0.62
H  -0.23  1.79  -1.42
H  1.75  -1.80  -0.13
H  0.73  -1.65  -1.57
H  -0.42  -1.49  1.31

Here are the Löwdin charges for atoms 1 to 6, given in e: C -0.136; C -0.030; O -0.238; C -0.229; C -0.250; O 0.053



# 2
The following is a quantum chemistry calculation of a structure of composition C5H7AuCl3NO3SSi, from the Open Molecules 2025 dataset.

Summary:
DFT total energy ... -2679.34264 Ha
LUMO level ... -1.570 eV
Molar mass ... 492.59 g/mol
Spin multiplicity ... 1

Element x y z (Å)
Au  0.60  -0.94  -2.42
C  0.84  0.05  2.28
C  -0.23  -0.44  1.39
C  -1.65  -0.11  1.61
O  0.13  -1.24  0.50
C  -0.53  2.53  -0.29
O  -0.73  3.10  0.70
O  -0.33  1.94  -1.26
H  0.81  -0.63  3.14
H  0.64  1.06  2.64
H  1.81  -0.03  1.80
H  -2.00  -0.86  2.32
H  -2.25  -0.20  0.70
H  -1.77  0.88  2.05
H  -0.57  -1.53  -0.22
Cl  4.05  -0.85  -3.88
Si  2.64  0.04  -2.66
Cl  2.61  2.03  -3.27
Cl  3.58  0.15  -0.78
S  -3.99  -1.55  -1.21
C  -2.42  -1.65  -1.48
N  -1.25  -1.75  -1.65

Here are the Löwdin charges for atoms 1 to 6, given in e: Au 0.557; C 0.035; C -0.338; C 0.030; O 0.115; C -0.413



# 3
The following is a quantum chemistry calculation of a structure of composition C22H20IrN4O3S, from the Open Molecules 2025 dataset.

Summary:
DFT total energy ... -1797.10882 Ha
LUMO level (spin up / spin down) ... -7.284 / -8.807 eV
Molar mass ... 612.71 g/mol
Spin multiplicity ... 2
⟨S²⟩ ... 0.796
Charge ... +2

Element x y z (Å)
Ir  0.24  -0.44  -0.12
O  -1.06  -1.97  3.34
C  -0.79  -1.73  2.20
N  -0.20  -0.53  1.73
C  0.14  0.58  2.51
C  -0.18  0.80  3.84
C  0.33  1.93  4.46
C  1.17  2.84  3.79
C  1.51  2.65  2.48
C  0.97  1.53  1.80
N  1.20  1.19  0.51
C  2.27  1.65  -0.28
O  2.79  2.73  -0.21
C  2.71  0.56  -1.22
C  3.85  0.68  -1.97
C  4.26  -0.40  -2.75
C  3.50  -1.56  -2.73
C  2.35  -1.61  -1.96
N  1.97  -0.57  -1.22
C  -1.09  -2.68  1.07
C  -1.70  -3.89  1.31
C  -1.99  -4.71  0.23
C  -1.66  -4.29  -1.04
C  -1.05  -3.06  -1.21
N  -0.76  -2.27  -0.18
H  -0.79  0.09  4.39
H  0.09  2.10  5.50
H  1.55  3.70  4.32
H  2.14  3.35  1.94
H  4.41  1.61  -1.93
H  5.15  -0.34  -3.34
H  3.78  -2.42  -3.31
H  1.72  -2.49  -1.92
H  -1.94  -4.16  2.33
H  -2.46  -5.67  0.39
H  -1.88  -4.90  -1.91
H  -0.78  -2.68  -2.19
O  -0.33  -0.10  -2.11
S  -1.41  0.90  -2.60
C  -1.08  2.51  -1.83
C  -1.92  2.60  -0.56
C  -3.25  1.94  -0.91
C  -2.90  0.61  -1.60
H  -1.41  3.24  -2.58
H  0.00  2.61  -1.71
H  -2.05  3.64  -0.26
H  -1.44  2.06  0.26
H  -3.82  2.57  -1.59
H  -3.88  1.76  -0.04
H  -3.68  0.22  -2.25
H  -2.62  -0.16  -0.88

Here are the Löwdin charges for atoms 1 to 6, given in e: Ir 1.475; O 0.173; C -0.385; N -0.082; C -0.167; C 0.027